(1)
# H8O4

A cluster of 4 separate species, H8O4 in total (ωB97M-V with the def2-TZVPD basis set, the Open Molecules 2025 dataset).

CARTESIAN COORDINATES (ANGSTROEM)
O  1.49066  -1.30093  -0.85225
O  -2.57008  0.63345  -0.53997
O  -0.25540  -1.33404  1.10814
O  1.45081  2.23725  0.16629
H  1.78484  -2.20195  -1.02721
H  2.10549  -0.97922  -0.18331
H  -1.19394  -1.40735  1.31491
H  1.06098  1.48812  0.63087
H  1.06403  3.00764  0.59745
H  -0.10832  -2.01433  0.44139
H  -3.16959  0.42011  0.18395
H  -2.47140  -0.19893  -1.01578

Calculated values
Energy relative to the best compared isomer or geometry (same formula, charge and spin) (kcal/mol): 28.2
F_max (eV/A): 0.69
2S+1: 1
Lowest unoccupied orbital energy (eV): 0.4
Molar mass (g mol⁻¹): 72.1

And the natural (NBO) charges, in e, turn out to be: O -0.936; O -0.928; O -0.941; O -0.941; H 0.463; H 0.477; H 0.459; H 0.475; H 0.466; H 0.478; H 0.461; H 0.468

---

(2)
# C5H8O2

A structure of composition C5H8O2 (ωB97M-V with the def2-TZVPD basis set, the Open Molecules 2025 dataset).

CARTESIAN COORDINATES (ANGSTROEM)
O  -0.92763  -0.44184  -1.38178
O  2.14887  -0.38126  -0.05728
C  -0.29552  -0.84121  -0.13431
C  -1.20929  0.15411  0.60368
C  0.45866  1.30340  -0.74112
C  -1.01325  0.86716  -0.74521
C  1.01091  -0.04513  -0.25996
H  1.59376  -2.37797  2.12831
H  0.70387  2.11074  -0.04392
H  1.89887  -2.00675  1.55859
H  0.82820  1.55616  -1.73807
H  -0.85477  0.63471  1.52122
H  -2.21929  -0.24419  0.71592
H  -1.75951  1.52749  -1.18776
H  -0.25261  -1.91286  0.05449

Calculated values
Energy relative to the best compared isomer or geometry (same formula, charge and spin) (kcal/mol): 62.7
F_max (eV/A): 0.59
2S+1: 1
Lowest unoccupied orbital energy (eV): 0.9
Molar mass (g mol⁻¹): 100.1

And the natural (NBO) charges, in e, turn out to be: O -0.503; O -0.512; C -0.028; C -0.426; C -0.546; C 0.083; C 0.597; H -0.030; H 0.234; H 0.022; H 0.247; H 0.209; H 0.229; H 0.205; H 0.220

---

(3)
# C15H35BiCl2N3P2

A structure of composition C15H35BiCl2N3P2 (ωB97M-V with the def2-TZVPD basis set, the Open Molecules 2025 dataset).

CARTESIAN COORDINATES (ANGSTROEM)
Bi  -0.17283  -0.02378  0.29424
Cl  -2.72373  -0.09029  -0.18308
Cl  2.49274  0.05902  0.41475
P  -0.68031  -0.27692  2.83162
P  0.58107  0.57376  -2.66695
N  0.86766  -0.36390  4.98984
N  -0.31844  -2.43981  4.36431
N  -1.58499  -0.52420  5.29221
C  -1.47327  -2.00689  5.18323
C  0.86847  0.28304  3.68652
C  1.99197  -0.57514  -4.83321
C  1.65962  2.82790  -3.94280
C  0.24137  3.27617  -1.86282
C  0.93674  -1.84284  4.89210
C  -1.47016  -1.00663  -3.65778
C  -2.00441  0.09464  4.03637
C  -0.30160  0.04109  5.79831
C  -0.89432  0.41401  -3.79922
C  -0.51657  -2.13170  2.95157
C  1.95247  -0.49318  -3.30693
C  -1.97215  1.46246  -3.49141
C  1.21044  2.31269  -2.57788
C  1.90649  -1.88556  -2.64986
H  0.82959  1.37814  3.78271
H  0.86322  2.74082  -4.69378
H  1.92368  3.89110  -3.86182
H  -1.62019  2.48927  -3.64050
H  0.91512  -2.34596  -2.74169
H  2.16396  -1.81673  -1.58663
H  2.54771  2.29806  -4.30647
H  2.64065  -2.53949  -3.14366
H  -1.69481  -1.21926  -2.60156
H  -2.95273  -0.32338  3.66032
H  -2.10198  1.18905  4.13294
H  -2.39607  -2.39189  4.72414
H  -0.37933  1.13903  5.78791
H  1.74049  0.01485  3.06847
H  2.86548  0.02154  -2.94430
H  -2.41652  -1.06409  -4.21335
H  1.94882  0.40984  -5.31007
H  -0.79733  -1.77774  -4.05130
H  0.32905  -2.46545  2.33956
H  -0.09260  1.73641  0.61300
H  0.80028  3.84610  -1.10573
H  -2.82751  1.29311  -4.16128
H  -1.34379  -2.39925  6.20492
H  -0.20143  3.99385  -2.56369
H  0.00301  -1.72841  -0.24960
H  -0.56702  2.75807  -1.33186
H  1.17696  -1.19548  -5.22283
H  2.93944  -1.04575  -5.13246
H  2.09662  2.18112  -1.92354
H  1.09996  -2.24166  5.90748
H  -0.50952  0.56916  -4.82812
H  -2.33357  1.33908  -2.45833
H  1.76512  -2.11847  4.22420
H  -1.43928  -2.58554  2.56727
H  -0.16324  -0.33500  6.82516

Calculated values
F_max (eV/A): 3.28
Total charge: -1
2S+1: 1
Lowest unoccupied orbital energy (eV): 2.8
Molar mass (g mol⁻¹): 599.3

And the natural (NBO) charges, in e, turn out to be: Bi 1.096; Cl -0.692; Cl -0.744; P 0.785; P 0.922; N -0.481; N -0.480; N -0.483; C -0.067; C -0.529; C -0.614; C -0.611; C -0.620; C -0.067; C -0.625; C -0.535; C -0.067; C -0.516; C -0.529; C -0.524; C -0.625; C -0.533; C -0.620; H 0.233; H 0.196; H 0.201; H 0.202; H 0.216; H 0.264; H 0.203; H 0.185; H 0.256; H 0.236; H 0.231; H 0.198; H 0.198; H 0.272; H 0.234; H 0.199; H 0.202; H 0.200; H 0.251; H -0.472; H 0.223; H 0.199; H 0.191; H 0.188; H -0.524; H 0.248; H 0.202; H 0.202; H 0.253; H 0.189; H 0.194; H 0.251; H 0.210; H 0.234; H 0.191

---

(4)
# CH6N6O2

A cluster of 2 separate species, CH6N6O2 in total (ωB97M-V with the def2-TZVPD basis set, the Open Molecules 2025 dataset).

CARTESIAN COORDINATES (ANGSTROEM)
O  -1.69893  -1.58733  -0.94781
O  -1.40309  -1.00773  1.11306
N  1.14994  -0.57912  -0.47901
N  -1.62599  0.49374  -0.53809
N  -1.20116  2.60497  0.18025
N  -1.50296  -0.74681  -0.06021
N  -0.88763  1.45161  -0.08541
N  1.05424  -1.87297  0.01644
C  1.12836  0.54743  0.18348
H  -0.47944  3.29291  0.25044
H  1.28154  0.59657  1.22936
H  1.40384  1.42046  -0.19889
H  1.31502  -0.53097  -1.50879
H  0.19634  -2.22890  -0.22071
H  1.26992  -1.85387  1.06589

Calculated values
Energy relative to the best compared isomer or geometry (same formula, charge and spin) (kcal/mol): 119.5
F_max (eV/A): 4.95
2S+1: 1
Lowest unoccupied orbital energy (eV): 0.0
Molar mass (g mol⁻¹): 134.1

And the natural (NBO) charges, in e, turn out to be: O -0.478; O -0.440; N -0.346; N -0.248; N -0.403; N 0.578; N 0.046; N -0.617; C -0.011; H 0.332; H 0.210; H 0.197; H 0.417; H 0.389; H 0.375

---

(5)
# C6H11NO2

An isolated molecule of C6H11NO2 (ωB97M-V with the def2-TZVPD basis set, the Open Molecules 2025 dataset).

CARTESIAN COORDINATES (ANGSTROEM)
O  0.25106  1.30335  -2.43881
O  0.39577  2.12650  -0.34365
N  0.89999  -1.79022  -0.95382
C  0.65818  -0.85420  -0.09869
C  1.73838  -0.34341  0.81451
C  -0.95734  -0.58513  0.14791
C  -1.25009  -0.22127  1.58346
C  -1.34586  0.50201  -0.84198
C  -0.09018  1.30560  -1.12222
H  0.97730  1.95296  -2.50552
H  -1.69192  0.05136  -1.77761
H  -0.86146  0.78568  1.79342
H  -1.43296  -1.53574  -0.11228
H  2.66372  -0.19504  0.25027
H  -0.82752  -0.94987  2.28098
H  1.51393  0.59619  1.31873
H  -2.11393  1.17891  -0.45380
H  -2.33378  -0.18430  1.74616
H  1.92557  -1.05399  1.62355
H  1.88114  -2.08939  -0.91061

Calculated values
Energy relative to the best compared isomer or geometry (same formula, charge and spin) (kcal/mol): 26.1
F_max (eV/A): 3.33
2S+1: 1
Lowest unoccupied orbital energy (eV): 0.7
Molar mass (g mol⁻¹): 129.2

And the natural (NBO) charges, in e, turn out to be: O -0.671; O -0.616; N -0.625; C 0.313; C -0.716; C -0.240; C -0.619; C -0.513; C 0.801; H 0.492; H 0.243; H 0.221; H 0.230; H 0.229; H 0.214; H 0.244; H 0.238; H 0.216; H 0.232; H 0.328

---

| no. | frontier orbital gap (eV) |
| --- | --- |
| 1 | 11.54 |
| 2 | 10.33 |
| 3 | 4.29 |
| 4 | 8.24 |
| 5 | 10.47 |